{"formula": "C32H24AlF3IN2O2Sb", "method": "ωB97M-V with the def2-TZVPD basis set", "charge": 2, "orbital_gap_ev": 7.396, "homo_energy_ev": -14.27, "relative_energy_ev": 0.000, "largest_force_ha_per_bohr": 0.02104, "symbols": ["Al", "C", "C", "N", "C", "C", "C", "O", "C", "C", "N", "C", "C", "C", "C", "C", "C", "I", "C", "O", "H", "H", "H", "H", "H", "H", "H", "H", "H", "H", "H", "H", "F", "C", "C", "C", "C", "C", "C", "Sb", "C", "C", "C", "C", "F", "C", "C", "C", "C", "C", "C", "F", "C", "C", "H", "H", "H", "H", "H", "H", "H", "H", "H", "H", "H", "H"], "positions_angstrom": [[0.295312, -0.641892, 1.494933], [3.759928, -2.766484, -0.411573], [2.430196, -3.454688, -0.419197], [2.332060, -4.639372, -1.000946], [1.190749, -5.325795, -0.973283], [0.039327, -4.879714, -0.353066], [-1.198969, -5.745219, -0.336646], [-1.780861, -5.796379, 0.960040], [0.086499, -3.590577, 0.232932], [-1.081921, -3.048730, 0.861690], [-1.207304, -1.858827, 1.391417], [-2.433032, -1.507806, 2.022070], [-3.674385, -1.829105, 1.480489], [-4.840491, -1.482543, 2.143204], [-4.788196, -0.798556, 3.349226], [-3.562925, -0.433414, 3.890629], [-2.415361, -0.788174, 3.213398], [-0.501304, -0.247727, 4.039940], [1.306135, -2.884315, 0.185701], [1.373874, -1.648210, 0.699057], [4.430584, -3.294042, -1.082981], [4.184076, -2.788259, 0.594759], [3.676583, -1.720038, -0.708109], [1.210743, -6.288616, -1.472041], [-0.938371, -6.738214, -0.699528], [-1.934715, -5.332158, -1.035898], [-1.821206, -6.703745, 1.274912], [-1.929702, -3.722346, 0.943611], [-3.715132, -2.333909, 0.523402], [-5.796073, -1.738096, 1.706470], [-5.696357, -0.540894, 3.876196], [-3.515565, 0.112225, 4.823478], [5.607921, 5.346469, -0.051272], [4.603344, 4.480656, -0.022381], [4.260789, 3.812315, -1.186101], [3.204524, 2.917116, -1.155516], [2.516238, 2.710743, 0.033942], [2.877783, 3.381046, 1.198723], [3.932325, 4.275448, 1.173308], [0.751065, 1.530287, 0.009597], [-0.737363, 2.977271, 0.395642], [-0.575241, 4.292878, -0.030081], [-1.534336, 5.241637, 0.279145], [-2.640349, 4.855842, 1.019108], [-3.557973, 5.763288, 1.330125], [-2.826478, 3.551897, 1.449106], [-1.860918, 2.612475, 1.133942], [0.557568, 0.979812, -2.025502], [-0.352907, 1.647861, -2.837411], [-0.439065, 1.325971, -4.181520], [0.386142, 0.333934, -4.684657], [0.303315, 0.019894, -5.971803], [1.295839, -0.345905, -3.890062], [1.377424, -0.018200, -2.548038], [4.814456, 3.999312, -2.096121], [2.924034, 2.390485, -2.059402], [2.340557, 3.220008, 2.125960], [4.237165, 4.816275, 2.058923], [0.299510, 4.581083, -0.601545], [-1.436073, 6.270857, -0.038806], [-3.711930, 3.297312, 2.015764], [-1.991798, 1.581119, 1.450008], [-0.993136, 2.420085, -2.427481], [-1.131266, 1.833495, -4.839772], [1.926192, -1.109679, -4.325351], [2.088443, -0.537468, -1.914757]], "forces_ev_per_a": [[-0.7331, -0.0173, -0.1439], [-0.0968, -0.0038, 0.0501], [0.0923, -0.1366, -0.1126], [0.1773, 0.1423, 0.0330], [-0.2145, -0.0198, 0.0717], [0.0394, -0.0149, 0.0990], [-0.0141, 0.0783, -0.1703], [0.0177, 0.0511, 0.0580], [0.3667, -0.0209, -0.1943], [-0.0007, -0.0672, 0.0342], [0.3661, 0.3417, -0.0380], [-0.2785, 0.0718, 0.1120], [0.1569, -0.0096, -0.0571], [-0.0155, 0.0308, 0.0272], [-0.0003, -0.0298, -0.0216], [0.0602, 0.1072, 0.1270], [0.4772, 0.0087, 0.0416], [-0.3283, -0.1045, -0.2788], [-0.6606, -0.0632, 0.1590], [1.0318, -0.3060, -0.1123], [0.0250, 0.0321, -0.0139], [0.0244, 0.0354, -0.0199], [0.0402, -0.0182, -0.0011], [-0.0330, -0.0015, 0.0530], [0.0065, -0.0018, -0.0092], [-0.0203, -0.0587, 0.0295], [0.0037, -0.0141, -0.0253], [-0.0822, 0.0577, 0.0156], [-0.0408, -0.0200, 0.0096], [0.0038, -0.0201, 0.0148], [-0.0072, 0.0218, -0.0246], [-0.0161, -0.0129, -0.0051], [0.0394, 0.0242, 0.0041], [-0.1236, -0.1365, -0.0333], [0.0784, 0.0623, -0.0249], [-0.0310, -0.0866, -0.0131], [-0.3411, -0.3970, 0.1404], [0.0092, -0.0371, 0.0042], [0.0343, 0.0580, 0.0781], [-0.1561, 0.7719, -0.2887], [0.1652, -0.3510, 0.0508], [0.0621, -0.0515, -0.0198], [-0.0366, 0.0881, -0.0090], [0.0801, -0.1275, -0.0267], [-0.0225, 0.0443, -0.0066], [-0.0728, -0.0061, 0.0397], [0.0704, 0.0025, -0.1301], [0.0064, -0.0788, 0.4246], [-0.0061, 0.0281, 0.0867], [-0.0435, 0.0150, -0.0903], [0.0088, 0.0350, 0.1565], [-0.0065, -0.0021, -0.0472], [0.0483, -0.0528, -0.0416], [-0.0055, -0.0037, 0.0567], [0.0059, 0.0117, 0.0156], [0.0073, 0.0369, -0.0149], [0.0072, 0.0515, 0.0115], [0.0100, 0.0044, -0.0175], [-0.0058, 0.0530, 0.0288], [-0.0092, -0.0063, 0.0090], [0.0042, 0.0176, -0.0032], [-0.0998, 0.0167, 0.0793], [-0.0114, 0.0064, -0.0497], [0.0088, -0.0198, -0.0074], [-0.0194, 0.0080, -0.0207], [-0.0019, -0.0166, -0.0485]]}